Arrangement w

# C8H10O

A single C8H10O molecule (the ωB97M-V functional and the def2-TZVPD basis, OMol25).

```
19
C8H10O, DFT the ωB97M-V functional and the def2-TZVPD basis
O 1.56 0.87 -3.16
C -0.66 1.41 0.11
C -1.90 -1.94 2.34
C 1.01 0.88 -2.05
C -0.89 -0.99 0.15
C -1.34 -1.35 1.43
C 0.96 -0.29 -1.08
C 1.57 0.10 0.35
C 0.06 0.16 0.06
H -1.12 1.53 -0.80
H 2.04 -0.65 0.95
H -1.31 1.30 0.95
H -2.18 -2.00 3.34
H 2.12 1.04 0.70
H 0.03 2.37 0.36
H 0.51 1.77 -1.64
H -1.69 -1.00 -0.65
H 1.43 -1.43 -1.23
H -0.19 -1.79 -0.13
```

Computed properties:
**SMILES**: C#CC[C@@]1(C)C[C@@H]1C=O
**Molecular weight**: 122.2 g/mol
**Kohn-Sham gap**: 10.183 eV
**Multiplicity**: 1
**Net charge**: 0
**HOMO level**: -9.48 eV


Arrangement x

# C8H10O

2 unconnected molecules or ions with the total composition C8H10O (the ωB97M-V functional and the def2-TZVPD basis, OMol25).

```
19
C8H10O, DFT the ωB97M-V functional and the def2-TZVPD basis
O -1.71 -1.39 -0.58
C -1.68 -0.15 1.49
C 1.25 -1.76 -0.89
C -1.06 0.89 -0.68
C 1.69 1.71 0.17
C -1.32 1.83 -1.41
C -1.29 -0.43 0.05
C 0.94 -0.79 0.23
C 1.11 0.54 0.06
H 1.01 -1.19 1.24
H 1.14 2.64 0.09
H 1.23 -1.26 -1.85
H -1.41 2.62 -2.11
H -0.96 0.49 1.98
H -1.76 -1.10 2.03
H 0.49 -2.54 -0.91
H 2.76 1.77 0.33
H 2.22 -2.23 -0.74
H -2.65 0.36 1.50
```

Computed properties:
**SMILES**: C#CC(C)=O.C=C=CC
**Molecular weight**: 122.2 g/mol
**Kohn-Sham gap**: 9.123 eV
**Multiplicity**: 1
**Net charge**: 0
**HOMO level**: -8.90 eV


Stability, highest: arrangement x


Arrangement w

# C3H9N4S

A gas-phase ion, C3H9N4S (charge +1) (the ωB97M-V functional and the def2-TZVPD basis, OMol25).

```
17
C3H9N4S, DFT the ωB97M-V functional and the def2-TZVPD basis
S -1.75 1.06 0.22
N 1.85 0.09 -0.84
N -2.38 -1.46 0.18
N 1.20 0.18 1.45
N -0.24 -0.88 -0.21
C -0.14 1.43 -0.38
C -1.50 -0.53 0.00
C 0.74 0.17 -0.01
H -3.34 -1.23 0.39
H 1.77 -0.71 1.57
H 1.57 1.10 1.81
H 0.21 -1.81 -0.02
H -0.13 1.48 -1.52
H 1.51 0.34 -1.85
H -2.18 -2.35 -0.08
H 0.13 2.40 0.00
H 2.69 0.72 -0.73
```

Computed properties:
**Molecular weight**: 133.2 g/mol
**Kohn-Sham gap**: 10.207 eV
**Multiplicity**: 1
**Net charge**: +1
**HOMO level**: -13.67 eV


Arrangement x

# C3H9N4S

A gas-phase ion, C3H9N4S (charge +1) (the ωB97M-V functional and the def2-TZVPD basis, OMol25).

```
17
C3H9N4S, DFT the ωB97M-V functional and the def2-TZVPD basis
S -1.64 1.08 -1.67
N 1.82 1.00 1.03
N 0.05 1.44 -0.34
N -2.43 0.57 -0.32
N -1.38 -0.20 -2.41
C 0.40 -0.82 0.16
C 0.67 0.58 0.33
C 1.00 -1.80 0.80
H -2.51 1.18 0.51
H 1.81 -1.71 1.57
H 0.51 2.38 -0.33
H 2.09 0.50 1.83
H -0.95 -0.30 -3.35
H -2.59 -0.48 -0.40
H -0.24 -1.14 -0.56
H 1.78 1.93 1.25
H 0.76 -2.91 0.80
```

Computed properties:
**Molecular weight**: 133.2 g/mol
**Kohn-Sham gap**: 9.988 eV
**Multiplicity**: 1
**Net charge**: +1
**HOMO level**: -14.16 eV


Stability, highest: arrangement w


Arrangement w

# C4H6ClN

2 unconnected molecules or ions with the total composition C4H6ClN (the ωB97M-V functional and the def2-TZVPD basis, OMol25).

```
12
C4H6ClN, DFT the ωB97M-V functional and the def2-TZVPD basis
Cl 2.27 0.93 -1.06
N 0.44 0.52 3.13
C -1.38 -0.75 -0.67
C 1.04 -0.18 -0.51
C 0.72 0.95 2.14
C -0.22 0.03 -0.94
H -1.69 -1.01 -1.61
H -1.04 -1.67 -0.25
H 1.16 1.31 1.24
H -2.17 -0.14 -0.12
H 1.29 -0.87 0.23
H -0.42 0.87 -1.59
```

Computed properties:
**SMILES**: C/C=C/Cl.C#N
**Molecular weight**: 103.6 g/mol
**Kohn-Sham gap**: 10.551 eV
**Multiplicity**: 1
**Net charge**: 0
**HOMO level**: -9.68 eV


Arrangement x

# C4H6ClN

A single C4H6ClN molecule (the ωB97M-V functional and the def2-TZVPD basis, OMol25).

```
12
C4H6ClN, DFT the ωB97M-V functional and the def2-TZVPD basis
Cl -1.70 -0.66 -0.34
N 2.53 -1.26 -0.28
C 0.29 1.90 -0.51
C 1.65 -0.45 -0.04
C 0.64 0.64 0.43
C -0.70 0.02 0.99
H 1.07 2.87 -0.45
H 1.18 1.16 1.31
H -0.28 -0.86 1.64
H -1.20 0.71 1.53
H -0.92 2.12 -0.13
H 0.07 1.30 -1.47
```

Computed properties:
**SMILES**: C[C@H](C#N)CCl
**Molecular weight**: 103.6 g/mol
**Kohn-Sham gap**: 11.672 eV
**Multiplicity**: 1
**Net charge**: 0
**HOMO level**: -11.10 eV


Stability, highest: arrangement w


Arrangement w

# C7H10N2

A single C7H10N2 molecule (the ωB97M-V functional and the def2-TZVPD basis, OMol25).

```
19
C7H10N2, DFT the ωB97M-V functional and the def2-TZVPD basis
N 0.13 -0.72 -1.66
N 0.74 0.33 -0.98
C -1.54 0.33 0.23
C 1.21 0.34 0.47
C -0.80 -0.58 1.32
C 0.51 -0.75 1.16
C 0.43 1.70 0.58
C 0.63 -1.94 -1.70
C -0.44 1.10 -0.52
H -1.45 -1.30 1.83
H -0.79 1.83 -1.32
H 1.11 -1.46 1.82
H 0.06 -2.44 -2.51
H -2.36 0.96 0.60
H 2.35 0.55 0.64
H -2.19 -0.33 -0.41
H -0.03 2.09 1.57
H 0.87 2.56 0.05
H 1.56 -2.28 -1.16
```

Computed properties:
**SMILES**: C=NN1[C@H]2CC=C[C@@H]1C2
**Molecular weight**: 122.2 g/mol
**Kohn-Sham gap**: 9.838 eV
**Multiplicity**: 1
**Net charge**: 0
**HOMO level**: -8.78 eV


Arrangement x

# C7H10N2

A single C7H10N2 molecule (the ωB97M-V functional and the def2-TZVPD basis, OMol25).

```
19
C7H10N2, DFT the ωB97M-V functional and the def2-TZVPD basis
N 0.21 1.26 -0.11
N -2.68 -0.45 0.72
C -1.78 0.26 0.82
C 0.49 -1.83 -1.38
C 0.38 0.73 -1.36
C 0.97 -2.05 -0.21
C -0.14 -0.55 -1.84
C -0.28 1.62 2.20
C -0.67 1.06 0.92
H 0.83 1.44 2.30
H -0.29 -0.50 -2.95
H -0.70 0.90 2.98
H -1.18 -0.67 -1.27
H 1.32 -1.23 0.43
H -0.38 2.70 2.39
H 0.27 -2.73 -2.10
H 1.48 -3.03 0.05
H 0.87 1.86 0.24
H 1.27 1.19 -1.84
```

Computed properties:
**Molecular weight**: 122.2 g/mol
**Kohn-Sham gap (spin up / spin down)**: 7.662 / 7.399 eV
**Multiplicity**: 1
**Net charge**: 0
**HOMO level (spin up / spin down)**: -7.28 / -7.26 eV


Arrangement y

# C7H10N2

A single C7H10N2 molecule (the ωB97M-V functional and the def2-TZVPD basis, OMol25).

```
19
C7H10N2, DFT the ωB97M-V functional and the def2-TZVPD basis
N 1.66 0.35 1.02
N -1.35 -0.81 -1.93
C 0.02 0.86 -0.80
C -0.68 -0.17 1.12
C -0.19 -1.25 0.17
C 0.89 1.35 0.31
C 0.67 -0.70 1.20
C -0.60 1.14 0.51
C -0.23 -0.62 -1.13
H 0.64 -0.99 -1.73
H -2.23 -0.82 -1.40
H 0.90 -1.42 1.94
H -0.53 -2.23 0.31
H 1.47 2.25 0.17
H -0.03 1.59 -1.68
H 2.50 -0.04 0.54
H -1.23 1.91 0.87
H -1.46 -0.32 -2.79
H -1.55 -0.39 1.87
```

Computed properties:
**SMILES**: N[C@H]1[C@@H]2[C@@H]3N[C@H]4[C@@H]([C@@H]32)[C@@H]14
**Molecular weight**: 122.2 g/mol
**Kohn-Sham gap**: 9.372 eV
**Multiplicity**: 1
**Net charge**: 0
**HOMO level**: -8.32 eV


Arrangement z

# C7H10N2

A molecular structure, C7H10N2 (the ωB97M-V functional and the def2-TZVPD basis, OMol25).

```
19
C7H10N2, DFT the ωB97M-V functional and the def2-TZVPD basis
N -0.40 -0.45 -0.25
N 3.16 -0.28 0.33
C 1.09 1.13 -0.33
C -0.27 0.76 -0.38
C 1.81 -0.08 0.06
C -1.63 -1.17 -0.12
C -1.57 1.66 0.22
C -2.89 -0.78 0.25
C 0.90 -1.04 -0.11
H -1.47 -2.13 0.11
H -1.79 1.06 1.31
H 1.10 -2.13 0.20
H 3.60 -1.00 -0.35
H -3.09 0.37 0.14
H 3.72 0.70 0.65
H -2.57 2.00 -0.59
H -3.69 -1.32 0.14
H -1.32 2.69 0.47
H 1.51 2.01 -0.09
```

Computed properties:
**Molecular weight**: 122.2 g/mol
**Kohn-Sham gap**: 8.709 eV
**Multiplicity**: 1
**Net charge**: 0
**HOMO level**: -7.80 eV


Stability, highest: arrangement y


Arrangement w

# H26NO15S

A molecular structure, H26NO15S (the ωB97M-V functional and the def2-TZVPD basis, OMol25).

```
43
H26NO15S, DFT the ωB97M-V functional and the def2-TZVPD basis
S -3.25 -0.12 0.34
O 0.81 -3.43 0.05
O -2.75 1.03 -0.37
O 1.03 0.91 -3.26
O -4.39 -0.65 -0.41
O 2.20 -1.46 2.49
O -1.49 -1.16 2.55
O 2.75 -1.56 -1.68
O -1.31 2.24 0.70
O -1.20 1.22 -2.52
O -1.71 -2.74 -0.99
O -3.63 0.41 1.64
O 2.78 2.17 -1.26
O 0.12 2.05 2.90
O -2.18 -1.12 0.45
O 2.32 2.53 1.48
N 0.44 0.00 -0.03
H -1.91 -0.44 3.11
H 2.98 3.22 1.64
H -2.25 -2.22 -0.45
H 3.48 -2.14 -1.40
H -2.12 1.66 0.29
H 1.58 -3.27 -0.46
H -1.58 -2.28 -1.79
H 1.04 -0.85 -0.16
H -0.28 1.24 3.37
H 0.29 0.60 -0.88
H -1.83 1.11 -1.80
H -2.15 -1.24 1.85
H -0.29 -0.53 0.44
H 2.27 2.31 -0.41
H 1.51 2.61 2.00
H 0.25 0.38 -3.40
H -1.41 3.15 0.74
H 2.56 -2.22 -2.25
H 0.14 -3.34 -0.56
H -1.59 0.77 -3.36
H 1.52 -2.05 1.93
H -0.59 2.14 2.21
H 1.69 0.45 -3.68
H 0.85 0.52 0.66
H 3.06 -1.80 2.27
H 2.22 1.88 -1.99
```

Computed properties:
**Molecular weight**: 312.3 g/mol
**Kohn-Sham gap**: 7.090 eV
**Multiplicity**: 1
**Net charge**: -1
**HOMO level**: -5.54 eV


Arrangement x

# H26NO15S

13 unconnected molecules or ions with the total composition H26NO15S (the ωB97M-V functional and the def2-TZVPD basis, OMol25).

```
43
H26NO15S, DFT the ωB97M-V functional and the def2-TZVPD basis
S 0.12 -0.22 -0.15
O 1.20 -1.05 0.17
O 3.98 -1.15 -0.63
O -0.81 -1.09 -0.93
O -0.11 3.63 -0.20
O 0.53 0.81 3.43
O 2.06 -1.43 2.73
O -2.09 -1.83 2.21
O 3.01 1.54 -1.22
O 0.35 1.10 -0.67
O -0.72 -2.31 -3.27
O -3.25 -1.70 -0.20
O -2.23 1.44 2.12
O 0.51 2.26 -2.89
O -0.51 -0.06 1.08
O 1.97 -3.41 -0.15
N -2.73 1.86 -1.18
H 2.17 1.37 -0.72
H -2.36 1.21 -1.81
H -2.74 2.88 -1.51
H -1.47 -1.23 1.96
H 3.11 -1.10 -0.64
H -1.51 -2.59 1.94
H -1.60 0.60 1.97
H -2.06 1.73 -0.33
H 4.04 -0.92 -1.51
H 0.75 1.63 3.30
H -2.41 -1.37 -0.41
H -2.99 -2.11 0.70
H 1.73 -2.60 0.11
H 0.53 1.85 -1.99
H 0.24 0.52 2.54
H -0.62 3.70 0.61
H 2.88 -3.21 -0.49
H 3.45 0.69 -1.52
H -0.71 -1.76 -2.57
H -3.53 1.49 -0.97
H -0.51 -3.17 -2.88
H 0.27 2.83 -0.52
H -2.10 1.58 3.10
H 0.40 1.47 -3.50
H 1.76 -0.65 3.12
H 1.98 -1.23 1.77
```

Computed properties:
**Molecular weight**: 312.3 g/mol
**Kohn-Sham gap**: 8.920 eV
**Multiplicity**: 1
**Net charge**: -1
**HOMO level**: -7.05 eV


Stability, highest: arrangement w